38
Properties=species:S:1:pos:R:3:forces:R:3 method="wB97M-V/def2-TZVPD" lumo_ev="-10.9 / -14.5" homo_ev="-19.1 / -19.5" e_tot_ev=-79661.6481 multiplicity=6 charge=+3
Ru -0.516 -0.964 -1.195 -0.0536 0.1322 0.0244
Cl -1.038 -2.221 -2.990 -0.9610 -0.9843 -1.2846
Cl 4.174 -3.424 -2.456 -0.3861 -0.0205 -0.1884
S 1.629 -1.857 -1.397 -0.3227 0.2366 0.1809
P -4.596 0.385 -1.253 -0.3451 0.0587 -0.0938
F -3.856 1.403 -0.277 -0.0623 -0.0380 -0.0441
F -4.570 -0.651 -0.063 0.0072 0.1078 -0.0679
F -2.303 -0.363 -1.269 1.3685 -0.3034 -0.0453
F -6.023 0.895 -1.204 -0.0474 -0.0003 -0.0014
F -4.696 -0.847 -2.236 0.0116 0.1364 0.1267
F -3.986 1.207 -2.452 -0.0414 -0.0402 0.1531
N 0.068 1.569 2.352 -0.0253 0.4759 0.9207
N -0.075 0.111 0.373 0.1816 1.0835 1.6609
C 0.314 -3.870 -4.648 -0.3341 0.1193 0.0086
C 2.647 -4.414 -4.405 -0.1203 -0.2052 -0.3283
C 2.721 -3.578 -3.264 0.3669 -0.0297 0.1145
C -0.019 0.805 1.303 0.1005 -0.6227 -1.0413
C 0.379 -3.043 -3.522 1.2470 -0.2037 0.0842
C 0.744 3.893 2.871 1.1742 0.2588 -0.1080
C 0.607 1.033 3.601 0.0875 -0.5268 0.3395
C 1.726 1.927 4.166 0.8832 0.4871 -0.2719
C -0.357 2.962 2.320 -0.6236 0.3636 -0.3543
C 1.554 -2.869 -2.804 -0.8384 0.2685 -0.0095
C 1.464 -4.554 -5.081 0.3857 -0.0863 0.0549
C 1.388 3.405 4.151 -0.8609 0.1124 0.8099
H -0.620 -3.984 -5.190 -0.0069 0.0025 0.0034
H 1.413 -5.193 -5.952 -0.0653 0.0132 -0.0100
H 2.633 1.748 3.576 -0.1355 -0.1332 -0.0760
H -0.646 3.239 1.307 0.0272 -0.1335 -0.0141
H 2.285 3.996 4.369 0.1338 -0.0993 -0.2685
H 1.509 3.999 2.092 -0.1564 -0.1270 -0.0942
H -0.218 0.995 4.328 -0.1225 0.2013 -0.1304
H 0.318 4.888 3.001 -0.2324 -0.1086 -0.0125
H 0.749 3.651 5.009 -0.1196 -0.1536 -0.1310
H -1.251 3.061 2.955 0.0931 -0.2069 0.1578
H 3.535 -4.939 -4.734 0.0372 0.0313 0.0567
H 1.958 1.588 5.175 -0.1810 -0.0933 -0.0069
H 0.955 0.013 3.443 -0.0634 0.0275 -0.1138



37
Properties=species:S:1:pos:R:3:forces:R:3 method="wB97M-V/def2-TZVPD" lumo_ev="-3.7 / -3.7" homo_ev="-12.6 / -12.6" e_tot_ev=-69458.1124 multiplicity=2 charge=+1
Co 0.326 0.695 0.200 0.1011 0.4224 -0.2564
O 4.327 -0.114 0.809 0.0297 -0.0134 -0.0176
O 0.958 2.260 -0.693 -0.0585 -0.0983 0.1377
O 2.263 -0.207 -0.050 0.0212 -0.1986 0.0732
O 1.293 1.537 1.782 0.0573 0.0159 -0.0070
O 1.639 4.363 -0.301 -0.0382 0.0396 -0.0365
N -0.667 -0.649 1.183 0.0303 -0.1310 0.1728
N -2.132 -1.808 -1.843 0.0692 -0.0110 0.0358
N -2.647 -2.169 -4.045 -0.0147 0.0046 0.0114
N -1.180 -0.482 -3.585 -0.0453 -0.0481 0.0028
N 0.282 1.190 -3.054 -0.1801 -0.0042 -0.1095
N -0.609 -0.073 -1.325 -0.0334 0.0231 0.0104
C -0.659 -0.821 2.507 -0.0122 -0.0316 -0.0528
C 3.053 0.208 0.770 -0.1150 0.0401 0.0297
C -1.505 -1.385 0.436 0.0484 0.0024 -0.0254
C 1.274 3.277 0.064 0.0696 -0.0299 0.0900
C -2.352 -2.497 2.355 0.0128 0.0171 0.0081
C -1.427 -1.093 -1.016 -0.1172 0.0184 -0.0191
C 1.127 2.970 1.558 -0.0225 -0.0044 -0.0444
C -0.516 0.208 -2.661 0.1161 0.0617 -0.0130
C -1.489 -1.736 3.129 -0.0091 -0.0299 0.0033
C 2.666 1.148 1.887 -0.0157 0.0168 -0.0094
C -1.964 -1.460 -3.149 0.0059 0.0276 -0.0486
C -2.361 -2.320 0.980 0.0079 -0.0141 -0.0151
H 4.535 -0.721 0.079 -0.0046 0.0161 0.0170
H 0.119 3.213 1.891 -0.0048 -0.0055 0.0125
H 0.271 1.416 -4.034 0.0141 -0.0243 0.0031
H -3.012 -3.218 2.817 0.0002 0.0003 0.0029
H -3.262 -2.902 -3.738 0.0090 -0.0023 -0.0037
H 2.823 0.645 2.842 0.0122 -0.0089 -0.0014
H -3.010 -2.880 0.324 0.0012 -0.0032 0.0023
H 1.846 3.527 2.153 -0.0065 -0.0016 0.0090
H -1.455 -1.844 4.204 -0.0019 -0.0028 0.0010
H 3.319 2.021 1.851 0.0128 -0.0062 0.0123
H 0.027 -0.202 3.068 -0.0120 0.0194 0.0064
H -2.570 -1.941 -5.021 0.0013 -0.0021 0.0013
H 0.669 1.843 -2.375 0.0713 -0.0542 0.0168